Entry 1:
This record from the Open Molecules 2025 dataset describes a 2-piece molecular cluster, C8H11N4 overall in a non-equilibrium geometry. The level of theory is wB97M-V/def2-TZVPD.

For the largest force on an atom, the calculation gives 7.80 eV Å⁻¹. As for the gap between HOMO and LUMO: 7.82 eV. Its net charge is +1. Its spin multiplicity is 1. As for the energy relative to the best compared isomer or geometry (same formula, charge and spin): 413.9 kJ/mol.

The geometry in XYZ format:
```
23
C8H11N4 wB97M-V/def2-TZVPD
C 1.593 -0.518 -1.862
C 2.727 -0.017 -1.353
C 1.064 1.138 -0.362
C 0.492 0.217 -1.272
C -0.914 1.227 1.931
C -0.246 0.087 2.341
C -2.255 1.017 -0.007
C -0.901 -0.069 -1.399
N -1.886 1.336 1.116
N 2.381 1.006 -0.432
N -1.444 -0.820 -2.310
N -0.429 -1.117 1.617
H 1.535 -1.124 -2.783
H 3.675 -0.391 -1.458
H 0.666 1.551 0.502
H -0.686 2.145 2.524
H 0.605 0.152 3.104
H -3.139 1.055 -0.499
H 3.187 1.563 0.063
H -0.982 -1.402 -3.156
H -2.422 -0.749 -2.424
H -1.367 -1.161 1.364
H -0.171 -1.983 2.085
```

=====

Entry 2:
This record from the Open Molecules 2025 dataset describes C16H26N2O2 as an isolated structure in a non-equilibrium geometry. The level of theory is wB97M-V/def2-TZVPD.

For the largest force on an atom, the calculation gives 15.74 eV Å⁻¹. As for the gap between HOMO and LUMO: 9.22 eV. Its spin multiplicity is 1. As for the energy relative to the best compared isomer or geometry (same formula, charge and spin): 1753.3 kJ/mol.

The geometry in XYZ format:
```
46
C16H26N2O2 wB97M-V/def2-TZVPD
C 5.491 2.891 -0.002
C 6.152 1.700 -0.282
C 5.506 0.461 -0.174
H 5.953 -0.251 0.566
C 3.899 0.228 0.093
C 3.261 -1.098 0.386
O 3.914 -2.114 0.263
N 2.001 -1.109 0.593
C 1.018 -0.041 0.827
H 1.609 0.855 0.935
C -0.057 0.112 -0.155
H -0.808 0.821 -0.092
C -0.690 -1.623 -0.301
C 0.358 -2.456 -0.311
C 1.392 -2.457 0.613
H 2.119 -3.212 0.713
H 0.982 -2.758 1.777
H -0.177 -3.577 -0.211
H 0.921 -2.346 -1.389
C -1.788 -1.497 -1.185
C -3.005 -0.623 -1.199
C -3.912 -0.911 0.253
O -3.654 -1.913 0.789
N -4.829 -0.067 0.602
C -5.048 1.291 -0.458
C -5.633 2.223 0.561
C -4.267 2.169 0.182
H -3.980 3.233 -0.611
H -3.616 2.213 1.073
H -6.421 2.772 0.148
H -5.929 2.112 1.558
H -5.347 0.995 -1.390
H -5.295 -0.328 1.252
H -2.664 0.292 -1.028
H -3.639 -0.745 -1.984
H -2.083 -2.369 -1.292
H -1.261 -1.318 -2.435
H -1.223 -1.565 1.036
H 0.459 0.128 -1.127
H 0.473 -0.096 1.990
H 3.844 0.818 1.376
H 3.169 1.039 -0.262
H 5.351 -0.209 -1.065
H 6.993 1.517 -0.536
H 5.896 3.864 -0.280
H 4.565 2.948 0.185
```

=====

Entry 3:
This record from the Open Molecules 2025 dataset describes a 2-piece molecular cluster, CH2FNO2 overall in a non-equilibrium geometry. The level of theory is wB97M-V/def2-TZVPD.

For the largest force on an atom, the calculation gives 4.36 eV Å⁻¹. As for the gap between HOMO and LUMO (alpha / beta): 8.53 / 8.55 eV. Its spin multiplicity is 1. As for the energy relative to the best compared isomer or geometry (same formula, charge and spin): 230.3 kJ/mol.

The geometry in XYZ format:
```
7
CH2FNO2 wB97M-V/def2-TZVPD
C 0.935 -2.234 1.438
N -0.114 -0.270 0.049
O 0.621 -3.061 2.192
O -0.366 -0.796 1.219
F 1.806 -2.301 0.437
H 0.577 0.496 0.001
H 0.012 -1.084 -0.606
```

=====

Entry 4:
This record from the Open Molecules 2025 dataset describes a 2-piece molecular cluster, C9H13NSi overall in a non-equilibrium geometry. The level of theory is wB97M-V/def2-TZVPD.

For the largest force on an atom, the calculation gives 5.33 eV Å⁻¹. As for the gap between HOMO and LUMO (alpha / beta): 7.63 / 6.75 eV. Its spin multiplicity is 1. As for the energy relative to the best compared isomer or geometry (same formula, charge and spin): 317.0 kJ/mol.

The geometry in XYZ format:
```
24
C9H13NSi wB97M-V/def2-TZVPD
C -3.773 0.870 0.182
C -3.350 -0.069 1.139
C -2.990 1.328 -0.832
C -2.096 -0.527 1.008
C -1.676 0.812 -0.929
C -1.196 -0.093 -0.008
C 3.571 1.364 1.390
C 2.285 1.632 1.080
C 1.310 -1.137 -1.723
N 0.730 -2.125 0.853
Si 0.521 -0.776 -0.115
H -4.779 1.335 0.302
H -3.992 -0.239 1.966
H -3.303 2.054 -1.635
H -1.738 -1.218 1.819
H -0.922 1.192 -1.653
H 4.214 2.142 1.625
H 3.777 0.377 1.522
H 1.607 2.354 0.912
H 1.057 -1.977 -2.348
H 0.857 -0.227 -2.231
H 2.498 -1.155 -1.690
H 1.574 -2.610 1.106
H 0.212 -2.014 1.710
```